[1]
{
  "formula": "C2H9N3OS",
  "method": "ωB97M-V with the def2-TZVPD basis set",
  "symbols": ["N", "H", "H", "O", "H", "H", "N", "C", "H", "N", "H", "H", "C", "S", "H", "H"],
  "coordinates": [[0.727162, 1.135353, 1.424594], [3.271238, -1.111160, -1.252360], [-2.355259, 0.596352, 1.114620], [0.498329, 2.250978, -0.668384], [1.524887, -1.715781, -0.966802], [-3.157404, 0.331334, -0.500768], [-1.037371, -0.146206, -0.297310], [2.331092, -1.065244, -0.597879], [-0.139480, 1.617349, 1.471884], [1.921452, 0.228638, -0.801219], [2.709059, -1.112127, 0.466915], [0.563971, 0.284549, 1.913471], [-2.162119, 0.651397, 0.021369], [0.742237, 0.947025, -0.195569], [-2.026905, 1.826574, 0.004340], [-1.076072, -0.400650, -1.342979]],
  "forces_ev_per_angstrom": [[0.4080, 0.0097, 0.1409], [-1.3036, -0.7795, 0.8497], [-0.1668, -0.6110, -0.3813], [-0.5443, 1.5136, -0.8306], [0.7292, -0.7155, 0.6587], [1.9881, 0.6817, 0.7152], [3.1659, -0.0323, -2.6549], [2.5152, -1.1403, 0.1116], [-0.9356, 1.1251, 0.8995], [-2.7057, 3.9945, 0.0856], [-0.6364, -1.1176, -0.9017], [0.2103, -1.1345, 0.3873], [-2.1598, 2.6120, 1.4157], [-0.6342, -3.0792, -1.4214], [-0.2153, -1.9420, -1.0607], [0.2849, 0.6152, 1.9865]],
  "nbo_charge": [-1.022, 0.212, 0.175, -0.915, 0.207, 0.221, -0.829, -0.429, 0.386, -0.879, 0.186, 0.391, -0.461, 2.205, 0.190, 0.363],
  "e_above_lowest_kj_mol": 178.6,
  "largest_force_ev_per_a": 4.83,
  "charge": 0,
  "smiles": "CN=[S@@](N)(=O)NC"
}

---

[2]
{
  "formula": "C10H11N2",
  "method": "ωB97M-V with the def2-TZVPD basis set",
  "symbols": ["C", "C", "H", "H", "H", "C", "C", "H", "N", "H", "H", "C", "H", "C", "C", "H", "C", "H", "N", "C", "H", "C", "H"],
  "coordinates": [[-0.740591, 0.282988, 0.884982], [1.583548, 0.896910, 1.102368], [-3.250147, -0.611083, -1.122567], [-2.802241, -2.427108, 0.916729], [4.203114, 0.414960, -0.852458], [2.201997, -0.142363, -1.366205], [2.888354, 0.825516, 0.704573], [-0.937182, 0.365902, 1.969796], [-1.449858, 2.059529, -0.171224], [-1.058312, -1.968050, 1.529342], [-3.045059, 1.861648, -1.478107], [-2.301328, 1.434569, -0.819569], [3.594617, 1.296442, 1.241044], [-1.879722, -1.976726, 0.767581], [0.928400, -0.168345, -0.928853], [1.361354, 1.349482, 2.005420], [-2.534049, -0.019991, -0.586594], [-1.272457, -2.665351, 0.058041], [-1.788502, -0.588027, 0.246456], [3.224335, 0.340268, -0.588708], [0.030187, -0.281358, -1.579745], [0.572307, 0.258013, 0.351000], [2.471227, -0.537814, -2.283293]],
  "forces_ev_per_angstrom": [[-2.5358, 1.8343, -1.5904], [-0.0976, -1.9213, -0.8349], [-0.5401, -0.1452, -0.1765], [-1.7932, -0.0841, 0.7137], [2.5450, -0.1384, -1.1564], [1.2842, 0.0231, 0.1440], [-1.6046, -0.7514, -3.3617], [0.2571, 0.2605, -0.7239], [1.3400, -2.0254, 2.2383], [-1.6967, -0.3409, 0.4046], [0.1923, 0.5825, -0.5526], [-1.5466, -1.0547, -0.2727], [2.4566, 1.3951, 1.9914], [5.6731, -0.3598, -1.6471], [-3.4686, 0.2729, 0.2010], [-0.5298, 0.7798, 1.7787], [-0.4941, 0.6559, -0.9584], [-1.3049, 1.1520, 0.4119], [1.3479, 0.0883, 1.8190], [-2.8152, 0.3965, 3.1790], [1.1884, -0.7891, 0.0248], [2.0238, 0.6575, 0.3547], [0.1187, -0.4880, -1.9864]],
  "nbo_charge": [0.167, -0.126, 0.235, 0.259, 0.225, -0.214, -0.183, 0.254, -0.201, 0.253, 0.222, -0.088, 0.220, -0.440, -0.152, 0.217, 0.235, 0.257, -0.268, -0.115, 0.202, -0.190, 0.231],
  "e_above_lowest_kj_mol": 444.5,
  "largest_force_ev_per_a": 5.92,
  "charge": 1
}

---

[3]
{
  "formula": "C9H13ClFN3O2",
  "method": "ωB97M-V with the def2-TZVPD basis set",
  "symbols": ["H", "H", "C", "H", "F", "C", "C", "O", "C", "H", "H", "N", "H", "N", "C", "O", "N", "C", "H", "H", "H", "C", "C", "C", "H", "H", "Cl", "H", "H"],
  "coordinates": [[3.600362, -0.224170, -0.575403], [2.529658, -0.053323, 0.800731], [1.441921, -0.341488, -1.034936], [-2.059419, 0.435538, -0.231207], [-1.537448, -2.868493, 2.381898], [2.657226, -0.585446, -0.135957], [-1.602813, -1.781055, 1.595832], [-2.091481, 0.227412, -1.174962], [0.165425, -0.005363, -0.554827], [-0.066220, -0.722331, 2.704346], [0.958568, 1.899172, 1.249883], [-0.206351, 0.195356, 0.810505], [-2.431772, -1.109957, 1.886727], [1.635173, -0.467480, -2.340648], [-1.101340, 2.530197, 0.887467], [0.964781, -0.460681, -4.416037], [-0.657073, -0.199315, -2.811586], [-0.829037, 0.037832, -1.551432], [-0.879132, 3.506269, 1.312790], [2.696393, -1.680985, 0.055097], [-1.838726, -2.099930, 0.570042], [-0.056311, 1.530760, 1.416652], [-0.254993, -0.996774, 1.672481], [0.587266, -0.316347, -3.147341], [0.539911, -1.688878, 1.324168], [-0.194627, 1.406913, 2.521305], [-2.756440, 1.978084, 1.244756], [1.858960, -0.710952, -4.252019], [-1.072462, 2.565436, -0.208327]],
  "forces_ev_per_angstrom": [[-0.5287, -0.3634, -0.1554], [-0.0910, -0.1412, 0.2926], [0.2750, 0.4372, 0.6198], [-0.2790, -0.1006, 0.3944], [0.0425, -1.0545, 0.9723], [-0.6692, -0.1642, -0.2980], [0.0992, 2.1443, -1.2868], [-0.0683, 0.1339, -0.3707], [0.7473, 0.0602, 0.0784], [0.0616, 0.0304, 0.1624], [-0.0116, 0.3505, -0.0945], [-0.3665, -0.0993, 0.2514], [0.2550, -0.3198, 0.2586], [0.4011, 0.1638, 0.6116], [0.9631, -0.5386, -0.3702], [-1.8547, 0.3783, -0.5162], [-0.4520, 0.6385, -1.5318], [-0.9764, -0.2911, 1.7833], [-0.4560, 0.0804, -0.0274], [0.2471, 0.7124, -0.0234], [0.3217, 0.0450, 0.0928], [-0.6134, -1.0106, 0.4181], [-0.0303, -0.6119, -1.0946], [1.4676, -1.1086, 0.0311], [-0.3023, 0.1995, 0.4791], [0.0992, 0.1837, -0.9012], [-0.1065, 0.3280, 0.5324], [1.6168, -0.3182, -0.5898], [0.2086, 0.2363, 0.2816]],
  "nbo_charge": [0.241, 0.215, 0.309, 0.498, -0.351, -0.658, 0.051, -0.656, -0.096, 0.203, 0.197, -0.500, 0.157, -0.585, -0.388, -0.629, -0.507, 0.553, 0.228, 0.236, 0.162, -0.212, -0.227, 0.693, 0.189, 0.212, -0.053, 0.495, 0.223],
  "e_above_lowest_kj_mol": 0.0,
  "largest_force_ev_per_a": 2.50,
  "charge": 0,
  "smiles": "Cc1nc(O)nc(O)c1N(CCF)CCCl"
}